(1)
ORCA calculation (ωB97M-V/def2-TZVPD) on a cluster of 2 separate species, C25H46BFN6O5PS in total at a distorted geometry.

Properties
* charge: +1
* lowest unoccupied orbital energy: -5.93 eV
* HOMO-LUMO gap: 0.12223 Ha
* largest force on an atom: 0.1875 Eh/bohr
* E_HOMO: -9.26 eV

Positions of all 86 atoms, in Å:
C -6.13778 -0.65414 6.18521
C -4.82638 -0.71042 5.19033
C -5.23699 -1.06497 3.61891
C -4.49393 -0.02512 2.59341
C -2.91289 -0.28226 2.24717
C -2.07126 -1.56843 2.89904
C -1.96112 -2.76623 1.73852
C -2.94130 -4.05982 2.06480
O -0.56356 -3.17934 1.52441
C 0.04227 -2.51787 0.35825
C 1.64121 -2.24616 0.74512
C 2.70845 -3.52376 0.63825
C 4.31606 -3.30699 1.00535
C 4.82952 -1.81136 1.46473
C 3.75609 -0.56581 1.52872
C 2.15098 -0.73373 1.19566
C -2.16073 0.75775 1.19041
N -2.87223 1.96760 0.54884
S -1.85364 2.94363 -0.51579
O -0.32450 2.62154 -0.36180
O -1.96522 4.48793 -0.20736
F -2.19434 2.65504 -2.20718
C -4.35970 2.27932 0.82000
C -5.05473 3.55778 0.05674
N -5.02268 3.42057 -1.48055
C -5.20272 1.29013 1.87294
B -6.80180 1.53811 2.27292
N -7.19581 2.80613 3.04167
O -7.82673 0.52665 1.83530
H -7.04909 -0.09238 5.68595
H -5.78884 -0.10729 7.18559
H -6.41552 -1.77286 6.45343
H -4.24227 0.30807 5.15227
H -4.12430 -1.57357 5.59854
H -6.38731 -1.19868 3.45185
H -4.75371 -2.13726 3.41399
H -2.62004 -2.02516 3.84740
H -1.00826 -1.22804 3.27972
H -2.36524 -2.30011 0.71821
H -4.05820 -3.72710 1.94061
H -2.61408 -4.90938 1.30365
H -2.75538 -4.51478 3.14813
H -0.41388 -1.44011 0.14240
H -0.07965 -3.11758 -0.64956
H 2.29169 -4.57326 0.27700
H 5.00724 -4.25676 0.92115
H 5.98002 -1.62642 1.71311
H 4.16689 0.49054 1.85304
H 1.42554 0.20289 1.29207
H -1.02222 0.48683 0.96080
H -6.18985 3.72975 0.31872
H -4.51108 4.58010 0.34702
H -4.70778 2.46576 -1.76099
H -4.44246 4.17974 -1.90161
H -6.59687 2.79093 3.91317
H -6.84989 3.65257 2.49970
H -7.51579 0.15119 0.95564
O 5.44733 0.88412 -1.33282
P 5.20340 1.12634 -2.84248
N 3.68170 0.37989 -2.75134
C 3.17672 -0.75628 -3.48954
C 2.64359 1.05239 -1.97787
N 6.37881 -0.03800 -3.32055
C 6.13435 -1.22699 -4.11896
C 7.48149 -0.31364 -2.39397
N 4.92296 1.40480 -4.57805
C 6.08114 2.09399 -5.19655
C 3.75641 2.24298 -4.91351
H 3.29987 -0.64723 -4.56862
H 2.10297 -0.92153 -3.33773
H 3.66177 -1.68111 -3.16166
H 2.16367 1.83800 -2.56491
H 3.05543 1.52356 -1.07819
H 1.86531 0.36442 -1.62815
H 5.75419 -2.05199 -3.51332
H 7.06273 -1.56901 -4.59358
H 5.45170 -1.04808 -4.95263
H 7.16555 -0.99118 -1.59166
H 7.85895 0.61194 -1.94678
H 8.33536 -0.77089 -2.90714
H 6.23699 3.08018 -4.74341
H 5.93271 2.21989 -6.27498
H 7.01059 1.52877 -5.08902
H 3.75805 3.17523 -4.33919
H 2.81233 1.72358 -4.73671
H 3.73970 2.49246 -5.98171

Atom charges from the Mulliken analysis, given in e for atoms 1 to 2: atom 1 (C): -1.004, atom 2 (C): -0.433

(2)
ORCA calculation (ωB97M-V/def2-TZVPD) on an isolated molecule of C2H7N3 at a distorted geometry.

Properties
* structure (SMILES): CC/N=N/N
* energy above the lowest of the compared OMol25 structures with the same formula, charge and spin: 165.9 kJ/mol
* lowest unoccupied orbital energy: 1.34 eV
* HOMO-LUMO gap: 0.38527 Ha
* largest force on an atom: 0.0416 Eh/bohr
* E_HOMO: -9.14 eV

Positions of all 12 atoms, in Å:
C 0.06501 1.63453 0.09059
C -0.87974 0.55114 0.60006
N -0.52080 -0.80369 0.27898
N 0.53452 -0.93397 -0.39309
N 0.90478 -2.18252 -0.62061
H -0.27409 2.60970 0.42932
H 1.07025 1.45612 0.46277
H 0.09728 1.62482 -0.99607
H -0.95986 0.59320 1.69286
H -1.88983 0.70319 0.20077
H 1.57620 -2.30492 -1.35868
H 0.27626 -2.94761 -0.38690

Atom charges from the Mulliken analysis, given in e for atoms 1 to 2: atom 1 (C): -1.020, atom 2 (C): -0.236

(3)
ORCA calculation (ωB97M-V/def2-TZVPD) on the ion C4H8NO2 with charge -1 at a distorted geometry.

Properties
* charge: -1
* structure (SMILES): CN[C@H](C)C(=O)[O-]
* energy above the lowest of the compared OMol25 structures with the same formula, charge and spin: 75.9 kJ/mol
* lowest unoccupied orbital energy: 4.25 eV
* HOMO-LUMO gap: 0.30088 Ha
* largest force on an atom: 0.0345 Eh/bohr
* E_HOMO: -3.93 eV

Positions of all 15 atoms, in Å:
C 1.49470 0.79819 -0.28235
N 0.44595 0.96077 0.74930
C -0.60733 -0.08561 0.58274
C -0.08447 -1.49689 0.31021
C -1.60624 0.32392 -0.55495
O -2.26360 -0.55383 -1.14538
O -1.61521 1.55377 -0.81123
H 2.13967 -0.03018 0.01232
H 1.02536 0.82235 -1.26646
H 2.16493 1.66033 -0.16003
H -0.10334 1.72957 0.34563
H -1.10650 -0.10021 1.52304
H -0.09622 -1.75041 -0.74845
H -0.73614 -2.20854 0.79873
H 0.94845 -1.62321 0.64688

Atom charges from the Mulliken analysis, given in e for atoms 1 to 2: atom 1 (C): -0.918, atom 2 (N): -0.707

(4)
ORCA calculation (ωB97M-V/def2-TZVPD) on a cluster of 2 separate species, C10H16 in total.

Properties
* structure (SMILES): Cc1ccccc1.CCC
* energy above the lowest of the compared OMol25 structures with the same formula, charge and spin: 32.1 kJ/mol
* lowest unoccupied orbital energy: 1.00 eV
* HOMO-LUMO gap: 0.36953 Ha
* largest force on an atom: 0.0190 Eh/bohr
* E_HOMO: -9.06 eV

Positions of all 26 atoms, in Å:
C -2.28858 -0.20138 2.21667
C -2.08656 -0.01105 0.73234
C -1.11755 0.88638 0.29214
C -0.96000 1.08696 -1.07667
C -1.74556 0.38220 -1.98435
C -2.64252 -0.57392 -1.53786
C -2.85681 -0.73254 -0.16979
H -3.17288 -0.76724 2.49638
H -2.35251 0.76125 2.72885
H -1.43539 -0.71392 2.65921
H -0.40687 1.31098 0.99152
H -0.26665 1.82041 -1.46093
H -1.71541 0.67807 -3.02230
H -3.23285 -1.08268 -2.28558
H -3.56269 -1.48183 0.15605
C 2.76417 1.08453 0.36788
C 2.28438 -0.04319 -0.54619
C 2.93885 -1.36347 -0.14363
H 2.04328 1.90213 0.40307
H 3.68218 1.51845 -0.03723
H 3.00660 0.70213 1.36432
H 1.21305 -0.19414 -0.48605
H 2.59712 0.20280 -1.56439
H 4.02615 -1.28001 -0.03256
H 2.54124 -1.73586 0.80504
H 2.74584 -2.15505 -0.86595

Atom charges from the Mulliken analysis, given in e for atoms 1 to 2: atom 1 (C): -1.430, atom 2 (C): 0.934

What did the third record say?
ORCA calculation (ωB97M-V/def2-TZVPD) on the ion C4H8NO2 with charge -1 at a distorted geometry.

Properties
* charge: -1
* structure (SMILES): CN[C@H](C)C(=O)[O-]
* energy above the lowest of the compared OMol25 structures with the same formula, charge and spin: 75.9 kJ/mol
* lowest unoccupied orbital energy: 4.25 eV
* HOMO-LUMO gap: 0.30088 Ha
* largest force on an atom: 0.0345 Eh/bohr
* E_HOMO: -3.93 eV

Positions of all 15 atoms, in Å:
C 1.49470 0.79819 -0.28235
N 0.44595 0.96077 0.74930
C -0.60733 -0.08561 0.58274
C -0.08447 -1.49689 0.31021
C -1.60624 0.32392 -0.55495
O -2.26360 -0.55383 -1.14538
O -1.61521 1.55377 -0.81123
H 2.13967 -0.03018 0.01232
H 1.02536 0.82235 -1.26646
H 2.16493 1.66033 -0.16003
H -0.10334 1.72957 0.34563
H -1.10650 -0.10021 1.52304
H -0.09622 -1.75041 -0.74845
H -0.73614 -2.20854 0.79873
H 0.94845 -1.62321 0.64688

Atom charges from the Mulliken analysis, given in e for atoms 1 to 2: atom 1 (C): -0.918, atom 2 (N): -0.707